This record from the OMol25 dataset describes a 4-piece molecular cluster, C28H32N5O3 overall at a distorted geometry. The level of theory is the ωB97M-V functional and the def2-TZVPD basis.

Geometry as XYZ:
```
68
Properties=species:S:1:pos:R:3:forces:R:3
O -0.23574 -1.16745 1.50657 0.12 -0.22 0.80
O 6.61007 -2.64635 2.97162 0.33 0.33 -0.29
O 2.32567 0.26208 2.71886 -0.24 -0.60 0.64
N 1.49755 1.91587 -3.12972 -0.15 -0.06 0.01
N -5.49663 -1.46012 4.52266 0.20 0.04 -0.07
N -4.37277 4.80301 -4.87446 0.08 0.14 -0.05
N 2.06406 -1.44521 1.12172 -0.45 -0.35 -0.05
N 4.16916 -3.69352 1.13504 -0.02 -1.14 -1.36
C 0.16898 2.15713 -5.11254 -0.01 0.02 0.08
C -3.16160 6.85574 -4.59619 -0.02 0.01 -0.02
C 2.54995 -0.15722 1.63076 1.16 1.49 -0.84
C 3.83493 -2.69515 2.19119 1.15 0.29 0.22
C 1.05146 -2.28085 4.40709 -0.06 -0.33 -0.46
C 1.97504 -3.97787 1.50476 -0.60 -0.55 -0.13
C 4.37717 -3.17222 3.55653 0.00 -0.94 -0.75
C 0.46529 2.39070 -2.43107 0.16 -0.08 0.06
C 0.55477 -4.36916 1.04319 0.84 -0.10 -0.97
C -5.07924 -0.20807 4.33505 -0.16 -0.07 0.06
C -2.94059 -0.90738 3.56189 0.12 0.05 -0.01
C 3.35333 0.67133 0.62550 -0.88 -0.80 0.09
C -3.39640 5.51919 -4.31760 -0.07 -0.15 0.01
C -3.35562 -2.21558 3.75196 -0.01 0.06 0.00
C 0.66308 -1.27473 0.73490 -0.91 0.52 -1.79
C -5.01024 6.76289 -6.10088 0.04 0.01 0.04
C -3.98924 7.48859 -5.50932 0.00 0.06 -0.03
C 2.28699 -2.53646 2.03689 0.46 -1.42 1.54
C -0.89138 2.64482 -4.36584 -0.13 0.02 -0.10
C -5.15915 5.43009 -5.74980 -0.01 -0.17 0.05
C -3.81935 0.12151 3.85839 0.00 -0.07 0.01
C 1.60477 -2.52057 3.36962 0.21 1.27 -0.22
C 1.33487 1.80687 -4.44939 0.14 -0.04 0.08
C -0.74423 2.76377 -2.99314 0.02 0.00 -0.02
C -4.63802 -2.43617 4.23051 -0.17 -0.01 0.06
C 0.42236 -1.19152 -0.76907 0.63 0.01 0.75
C 5.86551 -3.49968 3.35831 -0.24 0.31 0.20
C 3.18302 -4.37871 0.69290 -1.54 1.22 1.29
H 3.98401 0.02573 0.01622 0.07 0.16 -0.03
H -2.77403 4.98099 -3.61079 0.05 0.09 0.04
H -0.19341 -3.62488 1.29449 0.00 -0.11 0.21
H 4.25574 -2.37961 4.29091 -0.03 0.02 0.01
H -5.67727 7.21906 -6.81903 -0.02 -0.02 0.00
H -3.53579 1.15631 3.72395 -0.02 0.01 0.01
H 4.45551 -1.84354 1.90076 -0.52 0.35 0.16
H 0.09406 2.04966 -6.18556 0.02 0.00 0.00
H 0.56975 -4.49521 -0.04449 -0.25 0.16 0.05
H 5.07566 -3.85798 0.70652 0.32 0.49 0.44
H -3.84037 8.53188 -5.75640 0.00 0.00 0.00
H 0.62925 2.47040 -1.36064 -0.10 0.07 0.02
H 3.82846 -4.06493 3.86433 0.02 0.12 0.26
H -5.94585 4.82499 -6.18588 -0.02 0.05 -0.04
H 2.13498 -4.57482 2.41558 0.06 -0.01 0.00
H 0.61118 -2.18746 -1.17811 0.08 0.15 -0.21
H 3.89696 1.45139 1.14479 0.07 -0.02 0.04
H 3.17812 -5.13621 -0.08056 0.52 0.03 -0.05
H -2.69971 -3.04835 3.53377 -0.02 -0.02 0.00
H 0.29912 -5.34679 1.44408 -0.18 0.13 0.17
H -5.00632 -3.44347 4.39181 0.05 -0.03 -0.01
H 1.12859 -0.47367 -1.19415 0.01 -0.19 -0.22
H 0.46466 -2.07020 5.26902 0.07 -0.06 0.18
H 6.26186 -4.51685 3.51534 -0.33 -0.13 0.24
H -5.79898 0.56391 4.58310 0.04 0.04 -0.02
H -1.82040 2.92683 -4.84666 0.00 0.00 0.02
H 2.61185 1.13759 -0.03360 0.19 0.03 -0.15
H -2.35303 7.38558 -4.11160 0.00 -0.02 0.01
H -1.54808 3.13699 -2.37305 0.01 -0.01 0.02
H 2.18843 1.41838 -4.99342 -0.03 0.01 -0.06
H -1.94744 -0.69472 3.18876 -0.01 0.00 -0.01
H -0.59534 -0.88060 -0.97639 -0.06 -0.05 0.09
```
Positions in Å, forces in eV/Å.

Net charge: +1
HOMO level in Ha: -0.4082
DFT total energy in a.u.: -1585.271415
Maximum force in eV/Å: 2.35
Orbital gap in eV: 6.57